{"formula": "C4H6Cl2O", "method": "ωB97M-V/def2-TZVPD", "fmax_ev_per_a": 5.66, "e_homo_ev": -8.66, "homo_lumo_gap_ev": 9.35, "e_lumo_ha": 0.025, "molar_mass_g_mol": 140.997, "elements": ["C", "C", "C", "C", "O", "Cl", "Cl", "H", "H", "H", "H", "H", "H"], "coordinates": [[-1.289, 1.224, -0.906], [0.081, 0.036, -0.123], [1.425, 0.118, 0.185], [-0.646, -1.180, 0.284], [2.088, -0.876, 0.840], [-2.004, 1.920, 0.522], [2.451, 1.539, -0.032], [-1.947, 0.524, -1.394], [-0.624, 1.907, -1.507], [-1.733, -0.947, 0.604], [-0.203, -1.748, 1.215], [-0.620, -1.896, -0.433], [3.023, -0.621, 0.744]]}

{"formula": "C24H33IN6NdOS2", "method": "ωB97M-V/def2-TZVPD", "spin_multiplicity": 4, "fmax_ev_per_a": 0.86, "e_homo_ev": [-10.35, -10.36], "homo_lumo_gap_ev": [8.15, 8.17], "charge": 1, "e_lumo_ha": [-0.081, -0.080], "molar_mass_g_mol": 756.847, "elements": ["Nd", "N", "C", "N", "C", "C", "S", "C", "C", "S", "C", "N", "N", "H", "H", "H", "H", "H", "H", "N", "C", "C", "C", "C", "N", "H", "H", "H", "H", "H", "H", "H", "H", "H", "H", "H", "H", "I", "C", "C", "C", "C", "C", "C", "C", "C", "C", "C", "H", "H", "H", "H", "H", "H", "C", "C", "C", "C", "O", "H", "H", "H", "H", "H", "H", "H", "H", "H"], "coordinates": [[0.247, -0.262, 0.148], [3.042, 0.038, 2.578], [3.191, -1.058, 1.828], [2.407, -1.377, 0.812], [2.809, -2.569, 0.220], [3.839, -3.194, 0.831], [4.407, -2.269, 2.173], [2.191, -2.929, -1.052], [2.606, -3.891, -1.906], [1.695, -3.836, -3.368], [0.794, -2.492, -2.727], [1.149, -2.137, -1.517], [-0.236, -1.941, -3.405], [2.350, 0.750, 2.245], [3.783, 0.309, 3.201], [4.313, -4.125, 0.570], [3.404, -4.604, -1.783], [-0.325, -2.130, -4.388], [-0.576, -1.041, -3.075], [-1.389, -2.502, 0.042], [-2.748, -2.535, 0.633], [-2.798, -1.759, 1.940], [-2.029, -2.430, 3.091], [-1.029, -1.474, 3.735], [0.041, -1.141, 2.776], [-1.451, -2.846, -0.911], [-0.801, -3.170, 0.532], [-3.085, -3.562, 0.802], [-3.434, -2.081, -0.083], [-3.842, -1.614, 2.221], [-2.383, -0.761, 1.755], [-1.478, -3.306, 2.731], [-2.718, -2.789, 3.855], [-0.628, -1.916, 4.650], [-1.547, -0.558, 4.023], [0.769, -1.843, 2.855], [0.479, -0.259, 3.036], [2.548, 1.224, -1.533], [1.080, 2.088, -2.855], [1.597, 2.992, -3.738], [0.755, 3.606, -4.682], [-0.566, 3.271, -4.716], [-1.102, 2.330, -3.807], [-2.474, 1.991, -3.886], [-3.018, 1.100, -3.012], [-2.206, 0.525, -2.013], [-0.853, 0.785, -1.856], [-0.288, 1.709, -2.807], [2.650, 3.237, -3.719], [1.169, 4.328, -5.374], [-1.233, 3.721, -5.441], [-3.077, 2.457, -4.656], [-4.068, 0.837, -3.074], [-2.704, -0.165, -1.328], [0.783, 2.858, 3.356], [0.260, 2.465, 1.973], [-1.249, 2.174, 2.059], [0.497, 3.613, 0.988], [0.917, 1.308, 1.510], [0.262, 3.741, 3.726], [1.850, 3.082, 3.298], [0.633, 2.045, 4.073], [-1.807, 3.068, 2.335], [-1.447, 1.404, 2.809], [-1.614, 1.829, 1.082], [0.000, 4.527, 1.317], [0.117, 3.343, -0.001], [1.567, 3.809, 0.905]]}

{"formula": "C6H15PS", "method": "ωB97M-V/def2-TZVPD", "fmax_ev_per_a": 5.88, "e_homo_ev": -8.64, "smiles": "CCC=S.CCPC", "homo_lumo_gap_ev": 8.25, "e_lumo_ha": -0.014, "molar_mass_g_mol": 150.227, "elements": ["C", "C", "C", "S", "H", "H", "H", "H", "H", "H", "C", "C", "P", "C", "H", "H", "H", "H", "H", "H", "H", "H", "H"], "coordinates": [[-2.727, -1.739, -1.725], [-3.134, -3.007, -0.975], [-2.761, -2.725, 0.431], [-2.016, -1.337, 1.027], [-3.342, -0.930, -1.527], [-1.800, -1.415, -1.510], [-2.670, -1.968, -2.852], [-2.479, -3.981, -1.366], [-4.106, -3.336, -0.968], [-2.783, -3.612, 1.113], [4.062, 1.536, 1.183], [2.661, 1.875, 0.612], [1.239, 1.892, 1.885], [-0.107, 2.094, 0.548], [4.404, 2.179, 1.980], [4.001, 0.516, 1.799], [4.928, 1.384, 0.352], [2.253, 1.043, -0.141], [2.703, 2.911, 0.060], [1.267, 0.454, 2.077], [-0.184, 1.092, 0.074], [0.320, 2.793, -0.174], [-0.853, 2.605, 1.078]]}

Please write out number 1 again, unchanged.
{"formula": "C4H6Cl2O", "method": "ωB97M-V/def2-TZVPD", "fmax_ev_per_a": 5.66, "e_homo_ev": -8.66, "homo_lumo_gap_ev": 9.35, "e_lumo_ha": 0.025, "molar_mass_g_mol": 140.997, "elements": ["C", "C", "C", "C", "O", "Cl", "Cl", "H", "H", "H", "H", "H", "H"], "coordinates": [[-1.289, 1.224, -0.906], [0.081, 0.036, -0.123], [1.425, 0.118, 0.185], [-0.646, -1.180, 0.284], [2.088, -0.876, 0.840], [-2.004, 1.920, 0.522], [2.451, 1.539, -0.032], [-1.947, 0.524, -1.394], [-0.624, 1.907, -1.507], [-1.733, -0.947, 0.604], [-0.203, -1.748, 1.215], [-0.620, -1.896, -0.433], [3.023, -0.621, 0.744]]}

What did the second record say?
{"formula": "C24H33IN6NdOS2", "method": "ωB97M-V/def2-TZVPD", "spin_multiplicity": 4, "fmax_ev_per_a": 0.86, "e_homo_ev": [-10.35, -10.36], "homo_lumo_gap_ev": [8.15, 8.17], "charge": 1, "e_lumo_ha": [-0.081, -0.080], "molar_mass_g_mol": 756.847, "elements": ["Nd", "N", "C", "N", "C", "C", "S", "C", "C", "S", "C", "N", "N", "H", "H", "H", "H", "H", "H", "N", "C", "C", "C", "C", "N", "H", "H", "H", "H", "H", "H", "H", "H", "H", "H", "H", "H", "I", "C", "C", "C", "C", "C", "C", "C", "C", "C", "C", "H", "H", "H", "H", "H", "H", "C", "C", "C", "C", "O", "H", "H", "H", "H", "H", "H", "H", "H", "H"], "coordinates": [[0.247, -0.262, 0.148], [3.042, 0.038, 2.578], [3.191, -1.058, 1.828], [2.407, -1.377, 0.812], [2.809, -2.569, 0.220], [3.839, -3.194, 0.831], [4.407, -2.269, 2.173], [2.191, -2.929, -1.052], [2.606, -3.891, -1.906], [1.695, -3.836, -3.368], [0.794, -2.492, -2.727], [1.149, -2.137, -1.517], [-0.236, -1.941, -3.405], [2.350, 0.750, 2.245], [3.783, 0.309, 3.201], [4.313, -4.125, 0.570], [3.404, -4.604, -1.783], [-0.325, -2.130, -4.388], [-0.576, -1.041, -3.075], [-1.389, -2.502, 0.042], [-2.748, -2.535, 0.633], [-2.798, -1.759, 1.940], [-2.029, -2.430, 3.091], [-1.029, -1.474, 3.735], [0.041, -1.141, 2.776], [-1.451, -2.846, -0.911], [-0.801, -3.170, 0.532], [-3.085, -3.562, 0.802], [-3.434, -2.081, -0.083], [-3.842, -1.614, 2.221], [-2.383, -0.761, 1.755], [-1.478, -3.306, 2.731], [-2.718, -2.789, 3.855], [-0.628, -1.916, 4.650], [-1.547, -0.558, 4.023], [0.769, -1.843, 2.855], [0.479, -0.259, 3.036], [2.548, 1.224, -1.533], [1.080, 2.088, -2.855], [1.597, 2.992, -3.738], [0.755, 3.606, -4.682], [-0.566, 3.271, -4.716], [-1.102, 2.330, -3.807], [-2.474, 1.991, -3.886], [-3.018, 1.100, -3.012], [-2.206, 0.525, -2.013], [-0.853, 0.785, -1.856], [-0.288, 1.709, -2.807], [2.650, 3.237, -3.719], [1.169, 4.328, -5.374], [-1.233, 3.721, -5.441], [-3.077, 2.457, -4.656], [-4.068, 0.837, -3.074], [-2.704, -0.165, -1.328], [0.783, 2.858, 3.356], [0.260, 2.465, 1.973], [-1.249, 2.174, 2.059], [0.497, 3.613, 0.988], [0.917, 1.308, 1.510], [0.262, 3.741, 3.726], [1.850, 3.082, 3.298], [0.633, 2.045, 4.073], [-1.807, 3.068, 2.335], [-1.447, 1.404, 2.809], [-1.614, 1.829, 1.082], [0.000, 4.527, 1.317], [0.117, 3.343, -0.001], [1.567, 3.809, 0.905]]}